i) C4H6N2S in the gas phase. Source: the OMol25 dataset; level of theory: ωB97M-V with the def2-TZVPD basis set.

Geometry (Å):
N: -2.68 -0.87 0.08
C: -1.51 -0.13 -0.07
C: -1.31 1.21 -0.06
C: 0.08 1.44 -0.04
C: 0.69 0.19 0.05
S: 2.39 -0.36 -0.09
N: -0.26 -0.76 0.04
H: -3.38 -0.33 0.50
H: -3.06 -1.30 -0.79
H: -2.13 1.92 0.18
H: 0.61 2.40 -0.01
H: 2.75 -0.03 1.21
H: -0.18 -1.76 0.13

Output
- LUMO: 0.900 eV
- Total charge: 0
- Structure (SMILES): Nc1ccc(S)[nH]1

ii) C4H6N2S in the gas phase. Source: the OMol25 dataset; level of theory: ωB97M-V with the def2-TZVPD basis set.

Geometry (Å):
C: -0.66 -2.30 -1.00
N: 0.21 -1.18 -0.68
C: 0.00 0.09 -1.22
C: 0.86 0.88 -0.52
C: 1.55 -0.03 0.41
S: 2.73 0.53 1.58
N: 1.11 -1.23 0.32
H: -1.36 -2.01 -1.79
H: -1.19 -2.63 -0.11
H: -0.01 -3.08 -1.42
H: -0.75 0.39 -1.95
H: 0.92 1.96 -0.59
H: 2.65 -0.57 2.37

Output
- LUMO: 0.946 eV
- Total charge: 0
- Structure (SMILES): Cn1ccc(S)n1

Which structure is the most stable? The one labeled i).

i) C4H6N2S in the gas phase. Source: the OMol25 dataset; level of theory: ωB97M-V with the def2-TZVPD basis set.

Geometry (Å):
C: -1.44 -0.60 0.14
C: -0.71 0.09 1.25
C: -0.24 0.29 -0.12
C: 1.27 -0.36 -0.42
N: 1.87 0.55 -1.30
N: 1.26 1.52 -1.70
S: -0.23 1.79 -1.06
H: -1.09 -1.60 -0.12
H: -2.38 -0.18 0.05
H: -1.12 0.94 1.79
H: 0.02 -0.41 1.98
H: 1.76 -0.71 0.50
H: 1.04 -1.30 -0.99

Output
- LUMO: 0.858 eV
- Total charge: 0
- Structure (SMILES): C1CC12CN=NS2

ii) C4H6N2S in the gas phase. Source: the OMol25 dataset; level of theory: ωB97M-V with the def2-TZVPD basis set.

Geometry (Å):
H: 1.96 0.82 1.55
N: 2.65 0.71 0.78
C: 2.09 0.62 -0.38
N: 0.74 0.80 -0.70
S: -0.55 0.92 0.39
C: -1.00 -0.77 0.81
C: -1.54 -1.52 -0.30
C: -2.11 -2.12 -1.17
H: 2.66 0.56 -1.28
H: 0.50 0.64 -1.59
H: -1.83 -0.76 1.55
H: -0.15 -1.31 1.32
H: -2.74 -2.47 -2.06

Output
- LUMO: 0.757 eV
- Total charge: 0
- Structure (SMILES): [H]/N=C\NSCC#C

Which structure is the most stable? The one labeled ii).

i) C4H6N2S in the gas phase. Source: the OMol25 dataset; level of theory: ωB97M-V with the def2-TZVPD basis set.

Geometry (Å):
S: 2.10 -0.84 -0.30
C: 1.02 0.55 -0.06
C: -0.26 0.48 0.74
C: -0.93 -0.81 0.89
N: -1.32 -1.36 -0.20
N: -0.86 -0.55 -1.24
C: -0.29 0.66 -0.79
H: 2.79 -0.71 0.87
H: 1.48 1.52 0.07
H: -0.43 1.25 1.47
H: -1.17 -1.26 1.84
H: -1.60 -0.46 -1.94
H: -0.54 1.54 -1.36

Output
- LUMO: 0.796 eV
- Total charge: 0
- Structure (SMILES): S[C@@H]1[C@@H]2C=NN[C@H]12

ii) 2 unconnected molecules or ions with the total composition C4H6N2S. Source: the OMol25 dataset; level of theory: ωB97M-V with the def2-TZVPD basis set.

Geometry (Å):
C: 0.74 2.14 0.01
C: 1.41 -1.45 -0.10
C: 0.07 -1.61 0.16
C: -0.54 -0.26 0.05
H: 1.98 2.53 -0.14
H: 0.27 2.68 1.28
H: 0.01 2.73 -0.82
H: 2.23 -0.03 -1.01
H: 2.29 -2.24 -0.07
H: -0.57 -2.50 0.17
N: 0.56 0.59 0.02
N: 1.79 -0.08 0.11
S: -2.05 0.02 -0.06

Output
- LUMO: 0.506 eV
- Total charge: 0

iii) 2 unconnected molecules or ions with the total composition C4H6N2S. Source: the OMol25 dataset; level of theory: ωB97M-V with the def2-TZVPD basis set.

Geometry (Å):
N: -2.38 2.05 0.22
C: -2.21 0.84 0.21
C: -2.20 -0.38 -0.04
S: -2.11 -2.01 -0.12
H: -2.88 2.66 0.82
C: 1.40 -1.55 0.41
N: 1.25 -0.33 0.55
C: 1.52 0.56 -0.56
H: 1.29 -2.03 1.36
H: 1.58 -1.95 -0.63
H: 0.67 1.23 -0.51
H: 2.36 0.98 -0.15
H: 1.70 -0.08 -1.57

Output
- LUMO (spin up / spin down): -1.870 / -1.853 eV
- Total charge: 0
- Structure (SMILES): N=C=C=S.C=NC

Which structure is the most stable? The one labeled i).

i) C3H6ClNO in the gas phase. Source: the OMol25 dataset; level of theory: ωB97M-V with the def2-TZVPD basis set.

Geometry (Å):
H: 2.18 0.08 2.36
N: 1.40 -0.34 1.90
C: 1.38 -0.07 0.67
Cl: 2.34 1.36 -0.01
C: 0.42 -0.65 -0.34
C: -0.43 0.36 -1.02
O: -0.43 -1.64 0.22
H: 1.24 -1.15 -1.09
H: -0.09 1.47 -0.90
H: -0.49 0.19 -2.01
H: -1.40 0.45 -0.58
H: 0.09 -1.87 1.01

Output
- LUMO: 0.778 eV
- Total charge: 0
- Structure (SMILES): [H]/N=C(\Cl)[C@H](C)O

ii) C3H6ClNO in the gas phase. Source: the OMol25 dataset; level of theory: ωB97M-V with the def2-TZVPD basis set.

Geometry (Å):
C: 1.07 0.65 -0.55
C: -0.21 0.12 0.20
N: 0.14 -0.37 1.40
Cl: -1.41 1.64 -0.01
C: -1.00 -0.89 -0.61
O: -1.60 -1.81 -0.20
H: 1.70 1.32 0.02
H: 0.63 1.01 -1.48
H: 1.65 -0.20 -0.67
H: 0.62 0.30 2.01
H: -0.67 -0.91 1.67
H: -0.92 -0.86 -1.76

Output
- LUMO: 0.594 eV
- Total charge: 0
- Structure (SMILES): C[C@@](N)(Cl)C=O

iii) C3H6ClNO in the gas phase. Source: the OMol25 dataset; level of theory: ωB97M-V with the def2-TZVPD basis set.

Geometry (Å):
C: -1.03 1.53 0.34
C: -0.59 0.09 0.10
O: -1.21 -0.86 0.71
C: 0.74 -0.41 -0.63
N: 1.01 -1.79 -0.05
Cl: 1.92 0.62 0.20
H: -2.01 1.57 0.91
H: -0.38 2.11 0.98
H: -1.34 1.97 -0.65
H: 0.92 -0.55 -1.91
H: 1.97 -2.05 0.08
H: 0.01 -2.23 -0.08

Output
- LUMO: 0.468 eV
- Total charge: 0
- Structure (SMILES): CC(=O)[C@H](N)Cl

iv) 2 unconnected molecules or ions with the total composition C3H6ClNO. Source: the OMol25 dataset; level of theory: ωB97M-V with the def2-TZVPD basis set.

Geometry (Å):
C: 2.05 -0.65 -0.17
C: -1.51 -0.16 0.15
C: -0.86 1.24 0.13
N: 1.85 -1.82 -0.37
O: 0.11 1.39 -0.78
Cl: 2.98 0.65 0.00
H: -2.23 -0.23 0.96
H: -2.01 -0.35 -0.80
H: -0.73 -0.91 0.28
H: -0.48 1.46 1.16
H: -1.66 1.99 -0.04
H: 2.48 -2.61 -0.52

Output
- LUMO (spin up / spin down): 0.420 / -1.381 eV
- Total charge: 0

Which structure is the most stable? The one labeled ii).

i) C6H12BN in the gas phase. Source: the OMol25 dataset; level of theory: ωB97M-V with the def2-TZVPD basis set.

Geometry (Å):
B: -0.20 -0.20 0.06
C: 0.74 -1.40 -0.01
C: 2.05 -1.14 -0.11
C: 2.06 1.49 0.09
C: 2.78 0.16 0.03
C: -2.17 1.37 -0.10
C: -2.45 -1.11 0.07
N: -1.56 0.05 0.05
H: 0.27 -2.33 -0.12
H: 2.69 -1.91 -0.20
H: 2.02 1.98 -0.80
H: 2.08 2.05 1.03
H: 3.38 0.20 0.96
H: 3.36 0.05 -0.83
H: -1.51 2.05 -0.45
H: -2.95 1.20 -0.72
H: -2.58 1.70 0.95
H: -2.64 -1.47 -0.95
H: -1.83 -1.79 0.61
H: -3.54 -0.97 0.47

Output
- LUMO (spin up / spin down): 0.670 / 0.685 eV
- Total charge: 0

ii) C6H12BN in the gas phase. Source: the OMol25 dataset; level of theory: ωB97M-V with the def2-TZVPD basis set.

Geometry (Å):
C: 0.78 2.06 0.29
C: 1.81 0.86 0.13
B: 0.92 -0.35 -0.20
C: 0.55 -1.81 0.05
C: -0.85 -2.05 -0.56
C: -1.54 -0.76 -0.17
N: -0.57 0.27 -0.43
C: -0.68 1.58 0.14
H: 0.88 2.51 1.22
H: 0.88 2.77 -0.69
H: 2.57 0.76 0.96
H: 2.39 1.16 -0.70
H: 1.19 -2.64 -0.08
H: 0.31 -1.73 1.17
H: -0.74 -2.06 -1.70
H: -1.38 -2.85 -0.07
H: -2.38 -0.66 -0.85
H: -1.69 -0.88 0.87
H: -1.17 1.53 1.14
H: -1.27 2.31 -0.51

Output
- LUMO: 0.719 eV
- Total charge: 0
- Structure (SMILES): C1CB2CCCN2C1

Which structure is the most stable? The one labeled ii).

i) 3 unconnected molecules or ions with the total composition C3H6N2O4. Source: the OMol25 dataset; level of theory: ωB97M-V with the def2-TZVPD basis set.

Geometry (Å):
C: -2.69 0.98 -0.06
C: -0.98 -0.51 -0.05
C: 1.62 0.52 0.08
H: -2.76 2.09 -0.55
H: -3.00 0.70 0.89
H: -3.17 0.03 -0.63
H: 1.86 -1.75 -0.74
H: 0.14 2.12 0.72
H: 1.71 2.75 -0.30
N: 0.42 -0.58 0.54
N: 1.25 1.88 -0.08
O: -1.21 0.71 0.13
O: -1.65 -1.51 -0.34
O: 0.92 -1.80 0.23
O: 2.66 -0.03 -0.33

Output
- LUMO: 0.071 eV
- Total charge: 0

ii) 2 unconnected molecules or ions with the total composition C3H6N2O4. Source: the OMol25 dataset; level of theory: ωB97M-V with the def2-TZVPD basis set.

Geometry (Å):
C: -0.58 -0.60 1.22
C: -0.81 -0.35 -1.35
C: -0.73 0.20 0.01
N: -0.76 1.59 0.13
N: 2.55 -0.38 -0.08
O: -0.87 2.25 -0.90
O: 3.46 -0.12 -0.79
O: -0.67 2.08 1.25
O: 2.41 -0.84 1.01
H: -0.95 -0.06 2.09
H: 0.50 -0.78 1.41
H: -1.05 -1.57 1.12
H: -0.57 -1.41 -1.35
H: -0.14 0.19 -2.02
H: -1.81 -0.21 -1.76

Output
- LUMO (spin up / spin down): -2.100 / -1.500 eV
- Total charge: 0

iii) 2 unconnected molecules or ions with the total composition C3H6N2O4. Source: the OMol25 dataset; level of theory: ωB97M-V with the def2-TZVPD basis set.

Geometry (Å):
C: -1.11 -0.99 -0.69
O: -0.17 -0.75 0.36
C: 0.21 0.52 0.61
N: 0.31 1.47 -0.26
O: 0.15 1.47 -1.48
O: 0.63 2.71 0.33
H: -0.86 -0.44 -1.59
H: -2.11 -0.71 -0.35
H: -1.06 -2.06 -0.87
H: 0.37 0.77 1.65
H: 0.95 3.29 -0.39
N: 2.63 -1.02 1.02
C: 2.68 0.16 0.92
O: 3.02 1.27 0.83
H: 1.88 -1.67 1.06

Output
- LUMO: 0.669 eV
- Total charge: 0
- Structure (SMILES): CO/C=[N+](\[O-])O.N=C=O

Which structure is the most stable? The one labeled iii).